Record 1
Below is C12H33Ag2N5O9 as an isolated structure, with properties calculated with ωB97M-V/def2-TZVPD.

```
61
Properties=species:S:1:pos:R:3:forces:R:3:mulliken_charge:R:1
Ag 1.541152 1.964286 2.566940 0.12 0.33 -0.14 0.474
Ag 1.696140 1.049324 -3.913662 0.26 -0.28 -0.18 0.447
N 3.361551 3.504234 -2.032523 -1.65 -0.29 0.41 1.069
O 3.333334 2.426545 -2.640345 0.89 -0.01 0.07 -0.274
O 3.761283 3.469958 -0.869558 0.51 0.05 -0.23 -0.345
O 2.837084 4.479748 -2.501988 0.44 0.46 -0.11 -0.426
N 0.844587 0.377260 -0.604204 0.35 -0.47 0.41 0.876
O 1.275569 0.736595 0.530893 -0.98 -0.30 -0.96 -0.324
O 1.588442 0.425022 -1.578630 -0.06 0.25 0.20 -0.416
O -0.319175 -0.114770 -0.740352 0.21 0.74 0.74 -0.846
C -3.604577 -0.747502 0.740239 0.26 -1.07 0.62 -1.559
C -3.476356 0.743574 0.772319 0.40 0.31 0.23 0.577
C -4.352797 1.394549 1.891441 0.40 0.49 0.60 -0.621
O -5.634289 0.983122 1.654076 -0.40 0.12 -0.13 -0.343
C -6.588799 1.522186 2.583219 -0.19 -0.35 -0.30 -0.754
N -2.115589 1.164736 0.899866 0.16 -0.78 -2.35 -0.080
H -4.472423 -1.108140 0.197308 -0.16 0.29 -0.05 0.373
H -3.699146 -1.133921 1.764088 -0.15 0.11 -0.14 0.322
H -2.727236 -1.260954 0.333391 -0.04 0.33 -0.23 0.490
H -3.836967 1.260909 -0.143529 -0.05 -0.14 0.07 0.317
H -4.229934 2.492463 1.888932 -0.13 -0.10 -0.26 0.481
H -3.963518 1.067920 2.874905 -0.05 -0.25 -0.20 0.249
H -7.566282 1.374070 2.130773 0.04 0.01 0.00 0.273
H -6.429325 2.589597 2.732582 0.08 0.02 0.11 0.336
H -6.555464 0.958123 3.515881 0.12 0.18 0.13 0.304
H -1.915897 2.057563 0.434624 -0.03 0.20 0.79 0.347
H -1.376337 0.457400 0.540498 -0.13 0.43 0.56 0.198
C -1.793673 -0.292519 4.559472 -0.05 0.06 -0.21 -1.347
C -0.435909 0.325955 4.301927 0.08 0.28 0.34 0.612
C 0.506227 -0.706805 3.737832 -0.52 -0.88 -0.32 -0.819
O 1.754548 -0.169858 3.422324 0.80 -0.21 -0.05 -0.276
C 2.648758 -1.189083 2.944199 -0.36 -0.37 0.10 -0.777
N -0.520658 1.544905 3.453121 -0.86 0.54 -0.01 -0.390
H -2.231326 -0.592627 3.600649 -0.09 -0.05 0.10 0.140
H -2.450766 0.426881 5.045994 -0.09 -0.05 0.03 0.367
H -1.716187 -1.176492 5.188757 -0.03 -0.02 0.05 0.495
H -0.013608 0.682033 5.247262 0.02 -0.05 -0.04 0.389
H 0.082151 -1.199554 2.843029 -0.07 0.29 -0.03 0.335
H 0.611597 -1.525180 4.462147 0.05 0.19 0.14 0.446
H 3.550671 -0.724650 2.568981 0.10 0.14 0.12 0.278
H 2.179915 -1.766988 2.139214 -0.03 0.23 -0.03 0.319
H 2.861603 -1.892146 3.754999 0.17 0.19 -0.01 0.317
H -1.220899 1.457467 2.698570 0.55 -0.49 0.31 0.105
H -0.951962 2.283139 4.014268 0.41 -0.07 0.09 0.310
C 4.904613 -2.015424 -5.249544 -0.08 0.59 0.45 -1.522
C 3.568722 -1.249384 -5.173138 1.20 0.53 -0.70 0.316
C 2.555735 -2.055337 -4.396186 0.22 -0.46 -0.28 -0.669
O 1.415271 -1.297457 -4.083374 -0.57 -0.18 0.04 -0.173
C 0.335152 -2.100234 -3.580228 -0.09 1.01 0.00 -0.833
N 3.779374 0.119723 -4.597959 0.21 -0.37 0.30 -0.382
H 4.829351 -2.941076 -5.814031 -0.06 -0.13 0.15 0.403
H 5.271814 -2.190158 -4.230613 -0.06 -0.31 -0.16 0.413
H 5.664522 -1.395520 -5.727634 -0.10 -0.01 -0.17 0.398
H 3.270614 -1.082040 -6.212577 -0.50 -0.06 0.21 0.299
H 3.019772 -2.479451 -3.493332 -0.12 0.22 0.09 0.346
H 2.276170 -2.907854 -5.029109 -0.02 0.02 0.08 0.383
H 0.015465 -2.797844 -4.351140 0.09 -0.34 0.20 0.371
H -0.487095 -1.413289 -3.371186 0.06 -0.03 -0.13 0.193
H 0.600425 -2.540310 -2.618819 0.15 -0.41 -0.19 0.337
H 4.448618 0.024744 -3.827982 -0.42 0.08 0.10 0.207
H 4.295962 0.702534 -5.253075 -0.23 -0.18 -0.22 0.268
```
Positions in Å, forces in eV/Å.

**2S+1**: 3
**LUMO (alpha / beta)**: -5.80 / -9.80 eV
**Frontier orbital gap (alpha / beta)**: 0.3283 / 0.1798 Ha
**<S²>**: 2.0115
**Total charge**: +2
**HOMO energy (alpha / beta)**: -14.74 / -14.69 eV

Record 2
Below is a 7-piece molecular cluster, C12H33BF4NO5 overall, with properties calculated with ωB97M-V/def2-TZVPD.

```
56
Properties=species:S:1:pos:R:3:forces:R:3:mulliken_charge:R:1
B -0.224045 -0.280210 -0.418130 -0.62 -0.58 0.15 0.811
F 0.366218 -0.680977 0.697612 2.26 -0.20 2.73 -0.422
F 0.696312 -0.276120 -1.456635 -0.23 0.03 -1.03 -0.378
F -1.263441 -1.239037 -0.503794 -0.83 0.26 -1.57 -0.360
F -0.723807 1.023121 -0.237607 -0.62 0.31 -0.74 -0.430
C 3.322677 0.972468 -0.356760 -0.20 4.43 3.09 -0.120
C 4.405113 1.524182 0.593400 -3.72 -1.59 -2.74 0.076
N 5.212181 1.879433 1.290728 2.42 1.10 1.98 -0.432
H 2.306928 1.224428 0.091862 1.32 -0.63 -0.38 -0.053
H 3.406555 1.624362 -1.209448 0.05 -0.67 -0.92 0.252
H 3.517191 -0.029396 -0.355178 0.06 -2.66 -1.01 0.240
C 0.525082 5.253422 1.817148 -0.41 1.88 -3.00 -1.286
C 0.319245 4.118283 0.842080 1.50 -0.71 -1.50 0.068
O -0.410257 3.068974 1.415741 -0.02 -2.57 -1.04 -0.614
H -0.407129 5.647713 2.106036 -1.66 0.38 0.33 0.379
H 0.933813 6.188318 1.166906 0.07 -2.24 2.07 0.274
H 0.908991 4.896190 2.739335 1.50 0.09 0.56 0.351
H 1.389433 3.860740 0.429474 -1.63 -0.21 0.85 0.125
H -0.236997 4.344747 -0.065235 0.14 1.01 -0.20 0.273
H -0.539595 2.271482 0.722064 0.60 2.61 2.17 0.409
C -1.650244 -4.953538 2.815938 2.27 1.25 -2.87 -1.372
C -1.780957 -4.046914 1.545896 1.67 -0.97 -1.63 0.072
O -1.429868 -2.708035 1.917794 -0.58 -2.73 1.74 -0.414
H -1.971331 -5.910396 2.592409 0.22 -2.55 -1.26 0.458
H -2.359181 -4.833002 3.532983 -1.72 1.86 2.56 0.442
H -0.589324 -4.942999 3.163028 -1.06 0.02 -0.02 0.241
H -2.744709 -4.165038 0.900816 1.09 0.47 1.70 0.259
H -0.956452 -4.403045 0.707937 -1.65 0.49 2.05 0.037
H -1.592237 -2.241560 1.143025 -0.07 1.88 -2.14 0.224
C -4.523054 1.389739 2.299204 -0.91 1.22 -3.07 -1.177
C -3.267258 0.585117 2.222422 3.21 1.43 1.39 0.359
O -3.268468 -0.428732 1.248613 -11.56 1.37 3.02 -0.534
H -4.722837 1.610320 1.150767 -0.11 -0.13 2.32 0.222
H -4.686437 2.339762 2.889240 1.22 -1.03 -0.58 0.301
H -5.259480 0.735222 2.649000 -1.67 -0.98 0.28 0.343
H -3.090479 0.008599 3.194299 0.26 1.38 -0.78 0.243
H -2.418078 1.378877 1.916861 -1.35 -1.96 1.21 -0.104
H -2.484482 -0.495137 0.998653 10.67 -1.07 -3.83 0.326
C 3.355883 -4.379985 -1.093274 5.09 -2.13 -0.52 -1.114
C 2.248959 -3.421601 -1.090403 3.91 4.21 2.49 -0.023
O 2.322174 -2.432758 -2.090863 7.25 -4.49 -2.14 -0.573
H 3.099726 -5.415561 -0.884839 -0.74 0.05 0.80 0.339
H 4.326704 -4.193670 -0.371565 -2.55 0.02 -1.74 0.205
H 3.860641 -4.677214 -2.136093 -1.19 1.63 1.70 0.259
H 2.023161 -2.891021 -0.094885 1.10 -0.75 -0.82 0.199
H 1.399499 -3.806001 -1.248777 -6.37 -4.13 -1.16 0.417
H 1.661234 -1.931302 -1.899974 -6.46 5.64 1.38 0.259
C -0.434416 1.638494 -4.403415 -0.37 3.32 -3.13 -1.214
C 0.631913 2.650512 -3.879373 0.29 -4.97 0.31 -0.243
O 0.359082 2.749958 -2.536308 0.98 2.74 1.18 -0.386
H -0.325654 1.506586 -5.495354 -0.47 1.37 -0.50 0.372
H -1.408947 2.049419 -4.155545 -0.31 -0.48 -0.16 0.310
H -0.375196 0.596457 -4.378370 0.74 -1.76 2.41 0.363
H 0.828462 3.647006 -4.100668 -0.67 1.69 -1.92 0.406
H 1.548803 2.075916 -4.150674 0.37 0.58 0.67 0.150
H 0.168378 1.923400 -2.188107 -0.53 -2.54 1.24 0.184
```
Positions in Å, forces in eV/Å.

**Energy relative to the best compared isomer or geometry (same formula, charge and spin)**: 3.7 kcal/mol
**LUMO**: 2.95 eV
**Frontier orbital gap**: 0.3555 Ha
**Total charge**: -1
**HOMO energy**: -6.72 eV

Record 3
Below is a 7-piece molecular cluster, C12H33Cl6O10P overall, with properties calculated with ωB97M-V/def2-TZVPD.

```
62
Properties=species:S:1:pos:R:3:forces:R:3:mulliken_charge:R:1
C -36.097146 -7.673309 8.777483 0.73 -0.49 -0.11 -0.963
O -37.243238 -6.976455 8.337945 -0.61 0.65 -0.17 0.464
P -38.646192 -7.256966 9.022939 0.31 -0.69 -0.24 0.549
O -39.687574 -6.382757 8.490958 -0.21 0.46 -0.17 -0.773
O -38.881668 -8.802112 8.852375 0.05 -0.15 0.25 -0.368
C -39.012494 -9.319791 7.526118 -0.16 -0.13 -0.62 -0.394
O -38.393489 -7.212544 10.572731 -0.42 -0.41 -0.01 -0.397
C -38.430594 -5.936237 11.181526 0.43 1.40 -0.05 -0.729
H -36.340966 -8.446256 9.502594 0.00 -0.01 0.09 0.427
H -35.382237 -6.974787 9.209675 -0.06 0.06 0.11 0.271
H -35.630055 -8.138992 7.909877 -0.03 0.00 -0.01 0.274
H -38.341337 -8.812097 6.826626 -0.03 0.03 0.13 0.067
H -40.039832 -9.214791 7.170098 0.06 0.11 0.10 0.186
H -38.756368 -10.375295 7.541147 0.04 -0.01 0.20 0.364
H -37.401864 -5.618255 11.367509 -0.10 -0.07 0.25 0.268
H -39.008467 -5.937209 12.096704 0.01 -0.40 0.16 0.249
H -38.874086 -5.176940 10.527063 -0.05 -0.25 -0.01 0.302
Cl -40.430659 -1.833542 6.953205 0.23 0.21 0.03 -0.162
C -42.059169 -2.486658 7.021867 -0.01 -0.21 0.03 0.206
Cl -43.176738 -1.464297 7.931359 -0.04 0.05 0.10 -0.203
H -42.441811 -2.583247 6.020608 0.05 0.06 -0.25 0.016
H -41.999941 -3.457177 7.490600 -0.10 -0.09 0.11 0.115
Cl -36.736599 -8.744267 4.381321 0.08 0.09 0.05 -0.155
C -38.362394 -8.992289 3.736895 -0.19 0.04 0.04 0.307
Cl -38.484974 -10.515803 2.857326 -0.05 -0.01 -0.06 -0.182
H -39.061017 -9.004241 4.559419 -0.10 -0.07 0.16 -0.141
H -38.619416 -8.171510 3.081132 0.15 0.02 -0.17 0.141
Cl -35.025133 -5.910945 5.631372 -0.20 0.02 -0.14 -0.128
C -35.029847 -4.558836 6.755551 0.10 0.17 0.46 -0.081
Cl -36.262922 -3.322377 6.466393 0.06 -0.12 -0.21 -0.139
H -35.211493 -4.935352 7.753421 -0.04 -0.16 0.01 -0.084
H -34.057057 -4.092088 6.712219 0.07 0.14 -0.09 0.412
O -39.927988 -6.244680 5.739043 0.79 0.83 0.28 0.355
C -39.073733 -5.232722 5.179299 -0.17 0.51 0.18 0.311
C -39.711474 -4.670893 3.937353 -0.66 -1.17 -1.27 -0.756
O -40.904122 -3.935648 4.167891 0.04 0.14 0.32 -0.465
H -39.906791 -6.140690 6.718458 0.00 -0.26 -0.45 -0.124
H -38.965530 -4.388396 5.872685 0.04 -0.27 0.10 0.010
H -38.067175 -5.607707 4.948481 -0.19 -0.19 0.07 0.188
H -39.962712 -5.489058 3.215263 0.14 0.01 0.57 0.303
H -38.997930 -4.101099 3.333215 -0.14 0.55 0.58 0.421
H -41.545146 -4.470455 4.684247 0.49 0.08 -0.33 0.238
O -39.469645 -2.363416 -0.446521 -1.02 0.39 1.04 -0.558
C -40.256230 -2.686735 0.768273 1.50 -0.70 -0.74 -0.282
C -41.654653 -3.141816 0.465576 -0.42 0.23 0.23 -0.311
O -41.705165 -4.398307 -0.168696 0.18 -0.42 -0.39 -0.512
H -39.399714 -3.150656 -0.994326 0.03 -0.09 0.21 0.316
H -39.676499 -3.488667 1.262522 -0.57 0.20 0.04 0.192
H -40.259074 -1.836456 1.450404 0.11 0.23 -0.43 0.370
H -42.203550 -2.382594 -0.105979 0.19 0.02 -0.11 0.275
H -42.210443 -3.285231 1.392154 0.17 0.09 0.19 0.228
H -41.209260 -4.363207 -0.993897 -0.18 0.04 0.00 0.294
O -41.953947 -7.595225 4.842974 -0.55 -0.17 -0.21 -0.633
C -42.785825 -7.377106 5.982900 1.11 -0.46 -0.77 -0.112
C -43.849014 -6.403537 5.662288 -0.43 1.48 -0.38 -0.640
O -43.258719 -5.060209 5.614957 -0.41 -0.60 0.10 -0.398
H -41.364951 -6.825834 4.785504 0.11 -0.39 0.26 0.256
H -43.245212 -8.334084 6.214363 0.04 -0.13 0.25 0.405
H -42.126213 -7.032509 6.783460 -0.42 -0.02 0.42 0.017
H -44.680247 -6.416445 6.376606 0.18 0.02 0.08 0.365
H -44.236764 -6.601735 4.658050 -0.04 -0.29 0.15 0.320
H -43.931115 -4.499335 5.212393 0.13 0.09 0.03 0.207
```
Positions in Å, forces in eV/Å.

**Energy relative to the best compared isomer or geometry (same formula, charge and spin)**: 0.0 kcal/mol
**LUMO**: 0.39 eV
**Frontier orbital gap**: 0.3796 Ha
**SMILES string**: COP(=O)(OC)OC.ClCCl.ClCCl.ClCCl.OCCO.OCCO.OCCO
**Total charge**: 0
**HOMO energy**: -9.94 eV

Record 4
Below is C12H33CuN3O3 as an isolated structure, with properties calculated with ωB97M-V/def2-TZVPD.

```
52
Properties=species:S:1:pos:R:3:forces:R:3:mulliken_charge:R:1
Cu -0.004551 0.168882 0.045930 0.13 -0.12 0.22 0.634
C 1.105255 -3.986790 0.964413 -0.67 0.04 0.00 -1.403
C 0.741439 -2.730531 0.177682 0.06 0.35 0.23 0.328
C -0.717836 -2.786674 -0.309915 0.37 0.23 -0.31 -0.973
O -1.276773 -1.484782 -0.625153 0.22 -0.93 0.39 0.228
C -2.689851 -1.654480 -0.816190 -0.18 0.35 0.16 -1.020
N 1.041414 -1.526757 1.003197 -0.66 0.48 0.74 -0.380
H 1.132478 -4.851458 0.304056 0.18 -0.12 0.19 0.383
H 0.332857 -4.147226 1.723662 -0.10 -0.16 -0.15 0.421
H 2.015984 -3.889364 1.554975 0.32 -0.01 -0.50 0.401
H 1.374686 -2.560168 -0.692415 0.03 -0.42 -0.07 0.012
H -1.363229 -3.306926 0.400313 0.00 0.17 0.20 0.547
H -0.739016 -3.343890 -1.248182 0.05 -0.29 0.11 0.431
H -2.873839 -2.560289 -1.391886 -0.05 0.19 -0.30 0.375
H -3.073187 -0.762481 -1.306676 0.03 -0.11 -0.23 0.341
H -3.229961 -1.764885 0.128225 0.26 0.00 0.16 0.283
H 2.027487 -1.610722 1.265297 0.18 0.59 -0.84 0.337
H 0.695224 -1.625205 1.965271 -0.76 -0.13 -0.39 0.321
C -1.814126 2.032970 3.516647 0.10 1.23 -0.90 -1.482
C -1.088127 1.746172 2.184095 -0.16 -0.99 1.26 0.101
C 0.406922 1.793655 2.404751 0.47 1.38 -0.23 -0.944
O 1.132886 1.534034 1.183903 -0.54 -0.19 0.53 -0.065
C 2.493730 1.930328 1.264155 0.78 0.42 -0.19 -0.937
N -1.509013 0.409763 1.667257 -0.24 0.51 -0.28 -0.279
H -1.641253 1.258897 4.259415 0.11 0.07 0.08 0.410
H -2.884786 2.193212 3.374326 -0.04 -0.47 -0.16 0.432
H -1.498793 3.024174 3.853171 0.25 -0.25 0.45 0.415
H -1.352453 2.453229 1.399059 -0.04 0.16 0.14 0.253
H 0.762056 1.186951 3.243057 -0.05 -0.38 -0.21 0.455
H 0.655124 2.829489 2.658517 -0.10 -0.03 0.26 0.514
H 3.028586 1.553668 0.394217 -0.11 -0.31 0.07 0.263
H 2.968355 1.595701 2.187710 -0.07 -0.28 -0.05 0.374
H 2.623534 3.015939 1.227567 -0.44 0.05 0.09 0.304
H -2.513690 0.559200 1.553126 0.10 -0.41 -0.68 0.345
H -1.513094 -0.303672 2.396588 0.46 0.18 0.14 0.261
C -1.248502 1.769415 -3.651976 1.61 -0.41 -0.80 -1.486
C -0.528208 1.040062 -2.495961 -0.86 0.99 -0.49 0.353
C 0.981243 0.902403 -2.631449 -0.32 -0.33 0.10 -0.953
O 1.397407 -0.066300 -1.639503 -0.70 0.43 -0.22 0.106
C 2.699827 -0.586351 -1.834144 1.11 -0.30 0.71 -1.194
N -0.815213 1.781240 -1.232240 0.46 -1.19 0.51 -0.296
H -1.385272 1.053334 -4.464304 -0.32 0.15 -0.02 0.385
H -0.577198 2.529933 -4.064945 -0.09 0.10 0.07 0.361
H -2.177327 2.281395 -3.417411 -0.14 -0.36 0.32 0.447
H -0.912164 0.021957 -2.415852 -0.16 0.10 0.19 -0.052
H 1.497283 1.837592 -2.401747 0.04 0.12 -0.34 0.480
H 1.223942 0.535597 -3.627981 0.15 0.08 -0.03 0.488
H 3.407261 0.144478 -2.230322 -0.30 0.16 -0.21 0.456
H 2.738332 -1.494862 -2.437544 -0.39 0.18 -0.27 0.297
H 3.104946 -0.855137 -0.855352 -0.15 0.01 0.03 0.360
H -0.358881 2.691743 -1.290010 0.28 -0.18 0.26 0.279
H -1.801913 2.023539 -1.219424 -0.11 -0.33 0.24 0.283
```
Positions in Å, forces in eV/Å.

**2S+1**: 2
**LUMO (alpha / beta)**: -5.23 / -8.08 eV
**Frontier orbital gap (alpha / beta)**: 0.4193 / 0.3106 Ha
**<S²>**: 0.7519
**Total charge**: +2
**HOMO energy (alpha / beta)**: -16.64 / -16.53 eV

Maximum force (computed, hartree/bohr): 0.048; 0.234; 0.036; 0.036